No. 1
Computed, not measured: a cluster of 2 separate species, C7H6Cl3NO2 in total in a non-equilibrium geometry, with the ωB97M-V functional and the def2-TZVPD basis.

Structure (XYZ):
```
19
Properties=species:S:1:pos:R:3
C 1.831 1.155 -0.623
C 1.649 0.173 -1.610
C 1.259 1.189 0.598
C 0.941 -0.986 -1.282
C 0.425 0.021 0.980
C 0.512 -1.063 0.044
C -2.506 0.816 0.562
N -0.521 -2.063 0.345
O -0.635 -2.868 -0.587
O -1.155 -2.134 1.396
Cl -1.997 2.517 0.411
Cl -2.681 -0.105 -0.842
Cl -3.892 0.600 1.629
H 2.457 2.085 -0.850
H 2.296 0.169 -2.464
H 1.349 2.037 1.363
H 0.844 -1.819 -2.038
H 0.527 -0.197 2.082
H -0.704 0.473 0.886
```

Calculated total energy ... -50501.8197 eV
LUMO (spin up / spin down) ... -1.5 / -1.6 eV
Total charge ... 0
Orbital gap (spin up / spin down) ... 6.385 / 7.368 eV
HOMO (spin up / spin down) ... -7.9 / -8.9 eV
Maximum force ... 3.76 eV/Å

=====

No. 2
Computed, not measured: a cluster of 3 separate species, C15H17BrO4Si in total, with the ωB97M-V functional and the def2-TZVPD basis.

Structure (XYZ):
```
38
Properties=species:S:1:pos:R:3
O 6.469 1.640 0.926
C 5.462 1.934 0.322
C 4.350 2.664 0.985
C 3.245 2.987 0.321
C 3.074 2.631 -1.110
O 2.062 2.917 -1.711
C 4.184 1.901 -1.774
C 5.290 1.578 -1.110
H 4.498 2.908 2.029
H 2.418 3.514 0.781
H 4.033 1.651 -2.816
H 6.113 1.044 -1.569
O 0.393 -1.265 1.215
C -0.459 -1.967 1.716
C -1.158 -1.562 2.962
C -2.106 -2.324 3.500
C -2.502 -3.615 2.879
O -3.362 -4.311 3.371
C -1.802 -4.020 1.632
C -0.855 -3.257 1.094
H -0.854 -0.616 3.392
H -2.633 -2.050 4.405
H -2.110 -4.963 1.199
H -0.330 -3.529 0.187
Si -0.519 0.865 -1.627
C -1.883 -0.361 -1.226
C -3.144 -0.186 -2.083
C -3.942 1.060 -1.733
Br -5.288 0.705 -0.373
H -1.007 2.244 -1.397
H -0.195 0.729 -3.067
H 0.667 0.619 -0.786
H -1.487 -1.366 -1.391
H -2.152 -0.295 -0.169
H -2.883 -0.159 -3.144
H -3.786 -1.057 -1.955
H -4.477 1.474 -2.579
H -3.324 1.836 -1.295
```

Calculated total energy ... -101938.0752 eV
LUMO ... -1.6 eV
Total charge ... 0
SMILES string ... O=C1C=CC(=O)C=C1.O=C1C=CC(=O)C=C1.[SiH3]CCCBr
Orbital gap ... 8.521 eV
HOMO ... -10.1 eV
Maximum force ... 0.19 eV/Å

=====

No. 3
Computed, not measured: a cluster of 2 separate species, C3H9ClNOP in total in a non-equilibrium geometry, with the ωB97M-V functional and the def2-TZVPD basis.

Structure (XYZ):
```
16
Properties=species:S:1:pos:R:3
C -0.155 1.919 -0.754
C -1.047 0.476 1.102
C -0.249 0.474 -0.185
N 1.096 0.079 -0.272
O 0.049 -3.103 -0.276
P 1.139 -2.333 0.618
Cl 2.823 -2.949 -0.320
H 0.570 1.947 -1.527
H -1.111 2.146 -1.110
H 0.135 2.662 0.151
H -2.048 1.037 1.033
H -0.524 0.943 1.875
H -1.439 -0.624 1.282
H -0.978 -0.067 -0.916
H 1.572 0.571 0.520
H 0.169 -3.177 -1.222
```

Calculated total energy ... -28604.0468 eV
LUMO (spin up / spin down) ... 0.0 / -0.1 eV
Total charge ... 0
Orbital gap (spin up / spin down) ... 7.763 / 8.193 eV
HOMO (spin up / spin down) ... -7.8 / -8.3 eV
Maximum force ... 4.11 eV/Å

=====

No. 4
Computed, not measured: a cluster of 2 separate species, C6H10N3O in total in a non-equilibrium geometry, with the ωB97M-V functional and the def2-TZVPD basis.

Structure (XYZ):
```
20
Properties=species:S:1:pos:R:3
C -1.413 -1.442 2.497
C -0.609 -1.389 1.319
C -2.247 -0.346 2.805
C -0.548 -0.212 0.596
C 0.666 -0.878 -2.227
C 1.051 0.066 -1.184
N -2.100 0.753 2.170
N -1.232 0.831 1.163
N 0.977 1.405 -1.279
O 1.981 -0.221 -0.273
H -1.403 -2.349 3.137
H -0.098 -2.187 0.972
H -3.047 -0.452 3.520
H 1.253 -0.723 -3.171
H 0.833 -1.939 -2.010
H -0.380 -0.719 -2.637
H -1.260 1.822 0.831
H 1.407 1.978 -0.635
H 0.566 1.771 -2.121
H 1.841 -1.205 -0.109
```

2S+1 ... 3
Calculated total energy ... -12889.7307 eV
LUMO (spin up / spin down) ... -4.3 / -6.3 eV
Total charge ... +1
Orbital gap (spin up / spin down) ... 5.369 / 7.064 eV
HOMO (spin up / spin down) ... -9.6 / -13.4 eV
Maximum force ... 4.74 eV/Å

=====

No. 5
Computed, not measured: a cluster of 2 separate species, C3H5N3OS in total in a non-equilibrium geometry, with the ωB97M-V functional and the def2-TZVPD basis.

Structure (XYZ):
```
13
Properties=species:S:1:pos:R:3
C -2.517 -0.337 -0.350
C -2.448 0.926 0.205
C -1.243 -0.791 -0.642
N -0.407 0.190 -0.280
N -1.129 1.301 0.304
N 4.316 -1.720 0.277
O 2.473 -0.162 0.009
S 3.051 -1.371 -0.583
H -3.510 -0.892 -0.449
H -3.013 1.702 0.594
H -0.705 2.158 0.050
H 0.570 0.094 -0.156
H 4.562 -1.098 1.022
```

Calculated total energy ... -20540.7399 eV
LUMO ... -1.3 eV
Total charge ... 0
Orbital gap ... 6.539 eV
HOMO ... -7.9 eV
Maximum force ... 5.27 eV/Å

=====

No. 6
Computed, not measured: a cluster of 2 separate species, C5H14 in total in a non-equilibrium geometry, with the ωB97M-V functional and the def2-TZVPD basis.

Structure (XYZ):
```
19
Properties=species:S:1:pos:R:3
C -0.630 0.790 1.452
C 0.739 0.886 0.804
C 1.847 1.210 1.876
H -1.368 1.254 0.834
H -0.687 1.280 2.446
H -0.865 -0.227 1.649
H 1.076 -0.049 0.284
H 0.796 1.655 0.065
H 1.590 2.108 2.357
H 1.801 0.468 2.676
H 2.798 1.084 1.399
C -0.122 -1.343 -2.091
C -1.652 -1.310 -1.853
H 0.029 -0.374 -2.419
H 0.594 -1.552 -1.277
H 0.190 -2.156 -2.692
H -2.023 -2.153 -2.452
H -2.098 -1.326 -0.875
H -2.017 -0.242 -2.183
```

Calculated total energy ... -5410.8727 eV
LUMO ... 1.1 eV
Total charge ... 0
SMILES string ... CCC.CC
Orbital gap ... 12.173 eV
HOMO ... -11.0 eV
Maximum force ... 2.86 eV/Å